1.
Below is C33H79BBr2Cl2N10O5P3 as an isolated structure in a non-equilibrium geometry, with properties calculated with the ωB97M-V functional and the def2-TZVPD basis.

Structure (XYZ):
```
135
C33H79BBr2Cl2N10O5P3 | OMol25 | the ωB97M-V functional and the def2-TZVPD basis
Br -4.20 1.05 -1.11
Br -1.78 -1.00 -1.41
Cl -3.70 3.25 1.50
Cl -4.74 3.51 4.47
P 2.44 -6.64 5.09
P 2.88 2.36 -3.77
P 0.06 6.62 -5.76
O 0.09 5.28 -4.99
O 1.98 -5.65 4.02
O -2.51 -0.71 6.24
O -0.81 -2.01 5.44
O 2.82 3.18 -2.48
N 0.88 -6.74 5.83
N 2.79 -7.88 3.98
N -0.02 8.19 -6.55
N 3.03 -7.71 6.38
N 1.77 6.80 -5.72
N 1.55 1.39 -3.36
N 4.42 1.69 -3.39
N 2.96 1.49 -5.31
N -5.79 -0.34 1.88
N -0.57 5.92 -7.18
C 0.01 -7.89 5.88
C 1.49 0.13 -2.64
C 2.30 0.27 -5.73
C -6.84 1.79 3.98
C -5.78 2.65 3.18
C -1.17 0.43 4.54
C -2.28 1.03 3.57
C -3.68 0.15 0.64
C 0.11 5.36 -8.32
C 5.31 2.52 -2.57
C 2.91 -7.19 7.74
C 3.35 -9.12 6.35
C 0.04 -5.54 5.72
C 2.68 6.77 -6.85
C 1.96 -8.94 3.46
C -2.03 -1.73 1.50
C 4.02 -7.73 3.21
C -6.01 -1.41 2.55
C -0.26 8.53 -7.94
C -3.68 0.28 3.45
C -1.98 5.58 -7.16
C 0.50 9.32 -5.79
C -2.62 -0.77 0.42
C -1.55 -0.80 5.46
C -7.38 -1.50 3.43
C 1.32 -2.00 4.07
C 0.62 -1.79 5.51
C -5.00 2.02 1.96
C 2.47 6.21 -4.58
C 4.07 1.85 -6.19
C 4.73 0.30 -3.10
C -5.20 -2.79 2.56
C 0.23 2.00 -3.50
B -4.47 0.42 2.05
H -1.01 -2.09 1.11
H 0.43 9.13 -4.71
H -2.59 6.49 -7.21
H -0.74 -5.53 6.49
H 1.21 0.33 -5.59
H -1.83 1.01 2.51
H 1.97 -7.52 8.21
H -4.77 -2.92 1.51
H 0.63 -4.64 5.87
H 1.55 9.51 -6.03
H 2.91 5.75 -7.17
H 1.72 -8.78 2.40
H 2.46 -9.75 6.26
H -6.45 0.92 4.58
H 2.31 7.35 -7.70
H -1.77 -1.32 2.52
H 2.49 -9.90 3.55
H -0.74 -7.77 6.68
H 2.68 -0.61 -5.22
H 1.02 -9.07 3.98
H -0.31 5.79 -9.24
H -8.11 -0.72 3.03
H -0.24 0.18 3.91
H -5.76 2.02 1.10
H 1.17 5.56 -8.36
H 0.20 2.99 -3.04
H 3.74 -7.51 8.37
H 1.04 0.26 -1.65
H 3.63 7.25 -6.59
H -7.91 -2.51 3.25
H -5.95 -3.66 2.68
H 5.80 0.11 -3.23
H 4.24 -0.39 -3.79
H 0.89 -0.59 -3.21
H -2.59 -2.72 1.66
H -0.55 -8.03 4.95
H 1.15 -2.51 6.21
H 4.08 -8.43 2.38
H -2.28 4.96 -8.01
H -4.29 0.60 4.36
H 3.45 6.66 -4.42
H 2.29 -1.39 3.98
H 0.90 -0.74 5.87
H 6.36 2.22 -2.68
H -0.42 9.60 -8.07
H -0.01 4.27 -8.37
H -0.56 1.40 -3.03
H 5.26 3.57 -2.88
H 4.39 2.88 -6.01
H -2.25 5.03 -6.25
H 1.91 6.37 -3.65
H 3.86 -9.43 7.27
H -7.66 1.48 3.24
H 4.04 -9.37 5.55
H 4.48 0.03 -2.07
H 4.89 -7.90 3.85
H -6.39 3.53 2.74
H 2.92 -6.10 7.74
H 2.45 -0.34 -2.49
H -4.35 -2.84 3.31
H -7.15 -1.33 4.53
H -1.16 8.06 -8.33
H -0.03 2.10 -4.56
H -7.36 2.49 4.72
H -3.50 -0.85 3.64
H -0.45 -5.49 4.74
H 0.53 -8.81 6.13
H -0.82 1.26 5.25
H 2.61 5.13 -4.71
H 3.78 1.80 -7.24
H 4.93 1.19 -6.03
H -0.07 10.23 -5.97
H 2.43 0.10 -6.81
H 0.59 8.26 -8.58
H 4.10 -6.72 2.79
H 1.50 -3.10 3.83
H 0.64 -1.61 3.23
H 5.05 2.46 -1.51
H -2.36 2.15 3.80
```

Output
**Gap between HOMO and LUMO**: 4.91 eV
**Highest occupied orbital energy**: -4.376 eV
**Maximum force**: 7.572 eV/Å
**Total charge**: -1
**E**: -254303.3383 eV
**Multiplicity**: 1

2.
Below is a 2-piece molecular cluster, C5H13NO overall in a non-equilibrium geometry, with properties calculated with the ωB97M-V functional and the def2-TZVPD basis.

Structure (XYZ):
```
20
C5H13NO | OMol25 | the ωB97M-V functional and the def2-TZVPD basis
O -0.59 2.79 -1.77
N -1.72 1.50 -0.19
C -0.58 2.01 -0.87
C 0.85 -2.48 1.25
C 0.65 1.69 -0.14
C 1.72 -1.93 0.22
C -0.60 -2.69 0.97
H 2.92 -1.90 0.44
H 1.92 -2.64 -0.52
H -1.31 -2.02 1.58
H -1.73 1.19 0.69
H 1.64 -0.94 -0.20
H -2.67 1.63 -0.52
H 1.62 1.99 -0.59
H 0.98 -2.16 2.37
H 0.71 0.51 -0.06
H -0.86 -2.81 -0.05
H -1.01 -3.66 1.48
H 0.63 1.99 0.85
H 1.60 -3.53 1.51
```

Output
**Gap between HOMO and LUMO**: 10.68 eV
**Highest occupied orbital energy**: -9.918 eV
**Structure (SMILES)**: CC(N)=O.CCC
**Maximum force**: 6.264 eV/Å
**E**: -8931.2504 eV
**Multiplicity**: 1
**ΔE to the lowest compared entry with this formula, charge and spin**: 266.3 kJ/mol

3.
Below is C26H27FN6PbSSe as an isolated structure, with properties calculated with the ωB97M-V functional and the def2-TZVPD basis.

Structure (XYZ):
```
63
C26H27FN6PbSSe | OMol25 | the ωB97M-V functional and the def2-TZVPD basis
Pb 0.70 1.08 -1.01
Se -1.01 2.75 0.27
S 1.19 -1.19 0.53
F 6.53 3.18 0.84
N -6.90 -5.33 -7.15
N 2.68 0.04 2.40
N -2.32 -0.20 -1.47
N 3.85 -1.16 0.88
N -1.26 3.90 4.83
N -3.91 -1.30 -2.57
C -5.91 -2.28 -3.54
C 2.94 2.75 0.85
C -0.91 4.78 3.89
C -4.53 -0.60 -1.55
C 1.53 0.63 3.08
C -0.77 4.47 2.55
C 4.11 -2.01 -0.27
C -3.77 -2.83 -4.46
C -4.53 -2.14 -3.53
C 1.25 -0.06 4.41
C -5.76 -3.79 -5.41
C -6.39 -4.65 -6.38
C 5.29 2.77 0.48
C -1.50 2.66 4.42
C -1.40 2.24 3.10
C 4.41 -3.45 0.13
C -3.55 0.06 -0.89
C -1.03 3.16 2.13
C 2.74 1.91 -0.25
C -4.38 -3.65 -5.39
C 4.21 3.18 1.23
C 5.16 1.96 -0.63
C -6.52 -3.10 -4.47
C -2.57 -1.01 -2.46
C 2.66 -0.74 1.32
C 3.87 1.55 -0.98
H -0.48 5.22 1.83
H 2.11 0.00 5.08
H 2.09 3.09 1.42
H -0.71 5.79 4.24
H -2.69 -2.75 -4.47
H 6.03 1.68 -1.20
H 4.95 -1.58 -0.82
H -3.62 0.73 -0.05
H 3.56 -3.87 0.67
H 3.24 -1.98 -0.92
H -5.59 -0.63 -1.37
H 3.77 0.91 -1.86
H -7.60 -3.20 -4.48
H -1.83 -1.41 -3.13
H -1.81 1.95 5.19
H 4.66 -0.87 1.40
H 0.40 0.42 4.90
H 3.59 0.28 2.77
H 5.29 -3.51 0.78
H 1.74 1.69 3.23
H 1.00 -1.11 4.25
H -3.78 -4.18 -6.12
H -6.53 -1.75 -2.83
H -1.64 1.22 2.83
H 4.36 3.83 2.08
H 4.60 -4.06 -0.75
H 0.68 0.54 2.41
```

Output
**Gap between HOMO and LUMO**: 7.70 eV
**Highest occupied orbital energy**: -7.765 eV
**Maximum force**: 0.436 eV/Å
**E**: -120487.5461 eV
**Multiplicity**: 1
**ΔE to the lowest compared entry with this formula, charge and spin**: 55.9 kJ/mol

4.
Below is a 6-piece molecular cluster, C17H39BrNO20P2S5 overall, with properties calculated with the ωB97M-V functional and the def2-TZVPD basis.

Structure (XYZ):
```
85
C17H39BrNO20P2S5 | OMol25 | the ωB97M-V functional and the def2-TZVPD basis
Br 0.29 1.09 -2.91
S -4.38 1.48 6.96
S -0.79 1.75 2.17
S -1.64 -4.44 3.07
S 2.60 -4.80 -5.58
S -0.98 7.31 -4.04
P 0.82 -1.57 -0.67
P 1.59 0.35 -1.36
O 0.10 8.22 -3.96
O -2.99 1.18 7.07
O 2.32 -6.07 -4.65
O 4.00 -4.63 -5.80
O -1.97 2.77 2.38
O -2.32 7.72 -3.83
O -0.79 1.23 0.84
O 0.42 2.29 2.69
O 1.69 -4.83 -6.66
O -4.98 1.47 5.66
O 2.16 -3.70 -4.50
O -5.24 0.56 7.92
O -4.66 2.85 7.70
O -0.90 -3.02 2.95
O -0.85 -5.38 2.34
O -0.63 6.06 -3.10
O -0.94 6.50 -5.42
O -1.42 -4.61 4.64
O -1.36 0.60 3.11
O -3.02 -4.30 2.82
N 4.93 -1.51 -4.16
C 1.21 -1.43 1.12
C -0.62 -2.47 4.25
C -0.42 -3.70 5.12
C -1.00 -1.35 -0.81
C 2.06 -5.68 -3.29
C 4.00 1.22 -2.65
C -0.81 4.83 -3.82
C -0.39 5.19 -5.24
C 3.60 1.39 -4.14
C 1.42 -4.31 -3.43
C -3.13 2.10 2.92
C -2.52 1.06 3.84
C 3.29 0.09 -1.90
C 4.34 -0.82 -5.31
C -5.65 1.28 9.10
C -5.78 2.71 8.61
C 3.20 0.12 -4.92
H 2.28 -1.59 1.27
H -3.18 0.20 4.01
H -6.58 0.86 9.44
H 0.37 -4.37 -3.71
H 2.46 -0.47 -4.36
H -1.85 4.52 -3.77
H 2.69 0.44 -5.83
H -5.66 3.46 9.39
H 5.10 -0.25 -5.88
H 1.56 -3.65 -2.58
H 5.84 -1.12 -3.93
H -1.47 -1.87 4.58
H 3.78 -0.09 -0.92
H -3.73 2.83 3.44
H 1.60 1.38 -0.41
H 2.80 2.13 -4.22
H 0.27 -1.85 4.16
H 3.01 -5.63 -2.76
H 3.95 -1.57 -6.00
H 5.07 0.99 -2.58
H 0.69 5.23 -5.35
H -0.83 4.54 -5.99
H 0.68 -2.26 1.60
H 5.09 -2.48 -4.37
H -1.32 -1.78 -1.76
H -6.70 2.88 8.05
H -4.87 1.18 9.86
H 0.57 -4.14 4.97
H -0.17 4.09 -3.34
H -2.20 1.48 4.79
H 1.41 -6.42 -2.85
H 3.35 -0.85 -2.46
H 3.87 2.17 -2.12
H 0.91 -0.49 1.59
H 4.47 1.84 -4.64
H -3.70 1.65 2.10
H -1.36 -0.33 -0.70
H -0.60 -3.52 6.17
H -1.43 -1.96 0.00
```

Output
**Gap between HOMO and LUMO**: 8.57 eV
**Highest occupied orbital energy**: -11.816 eV
**Maximum force**: 0.338 eV/Å
**Total charge**: +1
**E**: -203488.2279 eV
**Multiplicity**: 1

5.
Below is a 2-piece molecular cluster, C6H16NO2P overall in a non-equilibrium geometry, with properties calculated with the ωB97M-V functional and the def2-TZVPD basis.

Structure (XYZ):
```
26
C6H16NO2P | OMol25 | the ωB97M-V functional and the def2-TZVPD basis
P 0.08 -0.34 -0.03
O 0.86 0.74 -0.63
O 3.08 -0.88 0.79
N 0.11 -1.67 -0.96
C -1.83 1.40 0.83
C -2.39 -1.04 1.07
C 3.86 1.22 0.06
C 3.89 -0.21 0.25
C -1.70 0.02 0.22
C -2.21 0.05 -1.23
H -2.36 1.99 0.09
H 2.88 1.26 -0.51
H 3.75 2.08 0.80
H -2.35 -0.97 -1.53
H 4.75 -0.79 -0.32
H -2.29 -0.78 2.06
H -2.32 1.38 1.80
H 4.61 1.72 -0.71
H -0.81 1.92 0.91
H -0.09 -2.64 -0.76
H -2.01 -2.05 0.86
H -3.43 -1.07 0.75
H -1.31 0.35 -1.79
H -3.20 0.48 -1.39
H -0.19 -1.48 -1.84
H 0.61 -0.68 1.21
```

Output
**Gap between HOMO and LUMO**: 10.24 eV
**Highest occupied orbital energy**: -9.432 eV
**Structure (SMILES)**: CC(C)(C)[P@@H](N)=O.CC=O
**Maximum force**: 5.152 eV/Å
**E**: -21354.6740 eV
**Multiplicity**: 1
**ΔE to the lowest compared entry with this formula, charge and spin**: 82.7 kJ/mol

6.
Below is C5H10O2 as an isolated structure, with properties calculated with the ωB97M-V functional and the def2-TZVPD basis.

Structure (XYZ):
```
17
C5H10O2 | OMol25 | the ωB97M-V functional and the def2-TZVPD basis
O -0.79 -0.92 -1.53
O 1.25 0.31 1.48
C -0.98 -0.22 0.91
C 0.51 -0.36 -2.22
C -0.27 0.35 -0.36
C 1.06 0.87 0.20
C -0.01 0.06 2.06
H 0.99 1.98 0.25
H -0.87 1.11 -0.85
H -0.51 -1.78 -1.20
H -0.35 0.91 2.68
H 1.03 -1.27 -2.57
H 0.11 0.12 -3.12
H -1.95 0.28 1.07
H -1.20 -1.29 0.86
H 0.11 -0.81 2.71
H 1.89 0.60 -0.43
```

Output
**Gap between HOMO and LUMO**: 7.56 eV
**Highest occupied orbital energy**: -6.893 eV
**Maximum force**: 0.471 eV/Å
**E**: -9435.6970 eV
**Multiplicity**: 1
**ΔE to the lowest compared entry with this formula, charge and spin**: 708.8 kJ/mol

> Which formula does entry 1 have?

C33H79BBr2Cl2N10O5P3

> The lowest gap between HOMO and LUMO belongs to which entry?

C33H79BBr2Cl2N10O5P3

> multiplicity of number 2 (C5H13NO)?

1